Record 1
Here is a 9-piece molecular cluster, C29H50N9O9 overall from the OMol25 dataset. Energies are from ωB97M-V/def2-TZVPD.

Its charge is +1. Its energy relative to the best compared isomer or geometry (same formula, charge and spin) is 146.0 kJ/mol. The value obtained for the orbital gap is 4.63 eV. For the HOMO energy, the calculation gives -0.350 Ha.

The geometry in XYZ format:
```
97
Properties=species:S:1:pos:R:3:forces:R:3:mulliken_charge:R:1
C 48.814000 31.224000 4.033000 -0.8 0.0 0.0 -1.4482
C 49.100000 30.192000 2.874000 1.5 -0.8 0.1 1.3117
C 48.437000 28.775000 3.065000 -2.4 0.0 0.3 -0.5964
C 46.967000 28.835000 2.529000 0.1 -2.2 0.3 0.2164
C 47.209000 29.017000 0.936000 3.1 -1.5 4.1 -1.6570
C 47.581000 30.423000 0.687000 -0.2 0.8 -3.1 1.0724
N 48.795000 30.773000 1.454000 0.5 3.8 0.8 1.0978
O 49.479000 31.716000 1.064000 -1.8 -3.2 1.4 -0.2344
C 46.418000 31.337000 1.123000 4.1 3.8 -0.4 -1.7641
C 48.007000 30.747000 -0.870000 0.1 -3.3 -1.0 -0.8237
C 50.608000 29.848000 2.744000 -2.5 4.4 6.7 -2.3771
H 48.932000 30.803000 5.041000 0.9 -0.6 -0.6 0.3975
H 47.781000 31.488000 4.183000 -1.0 -0.1 -0.8 0.3345
H 49.265000 32.221000 4.062000 0.7 -0.5 -0.8 0.3473
H 48.302000 28.506000 4.155000 0.9 0.6 -1.0 0.1657
H 48.903000 27.899000 2.495000 0.0 1.5 1.0 0.3195
H 46.388000 29.654000 3.035000 0.5 -0.8 -0.8 -0.2333
H 46.409000 27.795000 2.934000 1.4 2.7 -1.8 0.2207
H 46.382000 28.828000 0.459000 -4.8 -0.7 -2.7 0.9083
H 47.903000 28.231000 0.541000 0.0 0.8 0.5 0.2604
H 45.458000 31.130000 0.858000 -2.4 -1.3 -1.9 0.5331
H 46.789000 32.346000 0.707000 -1.2 -1.1 0.6 0.1694
H 46.275000 31.502000 2.153000 0.6 0.0 1.6 0.4195
H 48.382000 31.780000 -1.081000 -0.4 -1.0 0.5 0.2653
H 47.128000 30.484000 -1.719000 2.3 0.6 2.7 0.1088
H 48.928000 29.889000 -0.998000 -2.5 2.6 -0.2 0.1835
H 50.612000 29.048000 2.252000 0.9 -6.4 -4.4 0.9326
H 50.712000 29.544000 3.835000 1.1 0.4 -1.2 0.1514
H 51.194000 30.625000 2.392000 1.3 1.4 -0.3 0.5176
N 42.391000 31.167000 -3.571000 3.2 -1.8 -1.0 -0.0545
C 42.955000 30.632000 -4.775000 2.3 -2.1 3.1 -0.3463
C 44.062000 29.662000 -4.328000 -3.6 4.5 3.2 -0.6696
C 44.133000 29.839000 -2.767000 -3.6 2.9 -2.8 -0.2882
C 43.003000 30.851000 -2.369000 6.1 -6.5 -10.1 -0.6600
H 41.558000 31.658000 -3.557000 -1.7 1.3 -0.3 0.1883
H 42.645000 31.043000 -5.778000 0.3 -0.9 1.4 0.3357
H 44.708000 29.078000 -4.972000 -0.1 0.2 0.2 0.3784
H 44.947000 29.491000 -2.139000 -0.4 -0.1 0.0 0.4379
H 42.638000 31.226000 -1.584000 -2.4 2.5 6.4 0.6674
N 53.263000 27.831000 5.230000 0.4 -0.2 2.4 -0.0208
C 52.358000 28.005000 6.243000 -5.1 -2.7 -3.1 -0.8730
C 50.974000 27.281000 5.799000 7.9 1.3 -1.1 -0.1897
C 51.309000 26.560000 4.598000 4.9 4.7 2.6 -0.8555
C 52.769000 27.017000 4.302000 -3.0 -2.3 -1.5 -0.5232
H 54.332000 27.964000 5.324000 -2.7 0.0 -0.2 0.3310
H 52.494000 28.507000 7.127000 0.7 1.2 1.7 0.5573
H 50.148000 27.267000 6.418000 -1.6 -0.1 1.0 0.6461
H 50.568000 26.072000 4.075000 -0.7 -1.3 -1.6 0.5424
H 53.534000 26.780000 3.561000 -1.0 -0.5 -0.3 0.4198
N 46.747000 31.056000 6.635000 -3.4 -1.7 -3.1 -0.0555
C 46.636000 29.744000 6.252000 -4.9 0.0 -2.7 -0.7214
C 45.302000 29.511000 5.430000 5.0 9.8 6.0 -1.1466
C 44.710000 30.892000 5.453000 7.0 -0.4 2.4 -0.8627
C 45.736000 31.889000 6.112000 -1.2 -4.0 -0.3 -0.3099
H 47.486000 31.404000 7.153000 1.6 0.8 1.1 0.6709
H 47.307000 28.959000 6.487000 0.7 -0.2 0.5 0.6254
H 45.031000 28.726000 4.917000 -1.5 -4.1 -2.2 0.9432
H 43.816000 31.171000 5.074000 -2.5 0.9 -1.3 0.5815
H 45.904000 32.971000 6.366000 -1.0 -1.3 -0.6 0.3217
N 49.093000 31.611000 8.783000 -0.2 1.3 -0.1 -0.1045
C 49.984000 31.604000 7.668000 -2.5 3.0 -0.7 -0.5472
C 49.626000 32.844000 6.828000 -0.6 -3.1 5.0 -0.0845
C 48.533000 33.511000 7.553000 3.3 -6.4 3.6 -1.1068
C 48.259000 32.729000 8.845000 3.5 1.0 -7.0 -0.4655
H 48.976000 30.982000 9.591000 0.9 0.0 -1.1 0.2335
H 50.669000 30.758000 7.459000 -0.6 0.8 0.3 0.4476
H 50.317000 33.161000 6.066000 -0.5 0.2 -0.4 0.5998
H 48.054000 34.336000 7.279000 -1.8 3.4 -1.0 0.6946
H 47.667000 33.026000 9.635000 -1.2 0.0 1.5 0.4402
C 49.094000 35.667000 -2.518000 -0.7 5.7 -1.2 -0.7384
N 48.317000 35.463000 -1.226000 1.9 1.2 1.9 0.7455
O 47.668000 34.401000 -1.174000 1.0 2.9 0.7 -0.4621
O 48.719000 36.260000 -0.269000 -2.5 -3.5 -3.1 -0.4587
H 48.499000 35.664000 -3.477000 0.1 -0.2 1.5 0.2920
H 49.642000 34.822000 -2.456000 2.5 -2.4 -0.4 0.3396
H 49.775000 36.792000 -2.556000 -2.2 -3.8 0.6 0.2732
C 42.846000 26.954000 0.850000 3.1 -4.2 1.0 -0.8674
N 42.865000 28.294000 1.356000 1.5 2.3 0.7 0.8862
O 43.784000 28.674000 2.102000 -0.4 -1.1 -0.8 -0.4341
O 41.967000 29.029000 1.062000 -1.1 0.2 -0.6 -0.5090
H 42.962000 26.658000 -0.202000 -0.8 1.5 0.0 0.3303
H 42.034000 26.439000 1.332000 -0.6 0.0 -0.2 0.3394
H 43.790000 26.381000 1.243000 -1.6 1.4 -0.2 0.2599
C 51.324000 27.846000 -2.911000 0.5 -2.0 -2.0 -0.7917
N 50.458000 27.507000 -1.780000 -3.2 -1.5 -1.6 0.8319
O 49.307000 27.016000 -1.969000 2.4 1.4 -0.4 -0.4899
O 50.931000 27.605000 -0.711000 1.2 0.6 3.0 -0.4684
H 50.778000 28.477000 -3.645000 0.1 -1.3 0.1 0.2918
H 51.764000 26.770000 -3.209000 -1.4 2.6 -0.1 0.2848
H 52.187000 28.414000 -2.648000 0.4 0.3 1.0 0.3470
C 52.013000 35.643000 2.044000 0.0 3.7 3.8 -0.9512
N 51.156000 34.545000 1.836000 -2.7 -0.2 0.4 0.9564
O 50.168000 34.502000 2.624000 2.0 -1.1 -2.1 -0.4813
O 51.424000 33.828000 0.888000 -0.8 -0.4 0.8 -0.4964
H 52.428000 36.088000 1.186000 -0.1 0.2 -1.5 0.3589
H 52.899000 35.297000 2.595000 -0.5 0.0 0.3 0.3254
H 51.370000 36.461000 2.695000 2.0 -2.2 -1.7 0.3095
```
Forces are in eV/Å.


Record 2
Here is C2H2GaO3 as an isolated structure from the OMol25 dataset. Energies are from ωB97M-V/def2-TZVPD.

Its charge is +1. The value obtained for the orbital gap (alpha / beta) is 6.32 / 5.87 eV. For the HOMO energy (alpha / beta), the calculation gives -0.525 / -0.518 Ha.

The geometry in XYZ format:
```
8
Properties=species:S:1:pos:R:3:forces:R:3:mulliken_charge:R:1
C 0.720988 -0.829211 1.467166 -4.0 1.0 -0.6 -0.0788
Ga 2.236844 -0.825781 0.417443 2.1 -0.2 -1.7 0.4182
H 0.040945 -1.470655 2.039550 0.8 0.3 0.5 0.4313
O 1.056714 -0.090352 -1.120291 0.0 -0.8 0.7 -0.3613
C -0.001284 0.219111 -0.543291 0.4 3.2 -2.8 0.8584
O -0.194730 0.075428 0.712067 0.1 -2.1 3.1 -0.2806
O -0.880277 0.997269 -1.175048 1.1 -1.4 0.6 -0.3634
H -1.508876 1.366069 -0.540560 -0.4 0.0 0.1 0.3762
```
Forces are in eV/Å.


Record 3
Here is a 2-piece molecular cluster, C9H14 overall from the OMol25 dataset. Energies are from ωB97M-V/def2-TZVPD.

The SMILES is Cc1ccccc1.CC. Its charge is 0. Its energy relative to the best compared isomer or geometry (same formula, charge and spin) is 69.6 kJ/mol. The value obtained for the orbital gap is 10.05 eV. For the HOMO energy, the calculation gives -0.331 Ha.

The geometry in XYZ format:
```
23
Properties=species:S:1:pos:R:3:forces:R:3:mulliken_charge:R:1
C 0.781666 -1.828194 0.281843 0.6 0.2 0.2 -1.2778
C -0.506644 -1.219333 -0.207060 0.9 -0.5 -0.5 0.7127
C -0.615412 -1.146060 -1.601851 0.0 0.2 -0.3 -0.3884
C -1.792337 -0.743062 -2.193975 -0.7 0.5 0.7 -0.6148
C -2.727802 -0.102640 -1.367585 -0.1 -0.1 -1.2 -0.3482
C -2.594617 -0.094383 -0.008533 0.2 0.5 0.5 -0.4907
C -1.512681 -0.733446 0.600163 -0.7 -0.5 -0.2 -0.2769
H 1.142758 -1.347987 1.186131 -0.1 -0.1 0.3 0.2515
H 1.557199 -1.665247 -0.466747 0.0 0.2 -0.1 0.3259
H 0.823544 -2.908811 0.426882 -0.6 0.0 0.1 0.3629
H 0.273380 -1.291972 -2.215338 -0.3 -0.7 0.1 0.2601
H -2.071934 -0.904385 -3.227636 0.6 0.3 -0.2 0.3831
H -3.530950 0.440337 -1.850889 -0.2 -0.2 0.1 0.3494
H -3.304569 0.492505 0.556114 -0.1 -0.3 0.3 0.3676
H -1.567864 -0.968448 1.655628 0.4 0.4 0.1 0.3797
C 2.672830 1.930944 0.816193 0.0 0.2 -0.1 -0.9463
C 1.258278 1.610394 1.290641 -0.5 -1.2 0.0 -0.4807
H 2.992003 1.288266 -0.008834 -0.1 0.1 0.0 0.2912
H 2.761298 2.971103 0.513924 0.0 0.0 -0.3 0.2936
H 3.415943 1.808813 1.601767 -0.1 -0.1 0.2 0.2693
H 1.294471 0.856091 2.094930 -0.1 0.6 0.1 0.2151
H 0.633453 2.458451 1.557833 0.4 0.2 0.5 0.3835
H 0.617986 1.097065 0.566397 0.5 0.1 -0.5 -0.0218
```
Forces are in eV/Å.


Record 4
Here is C28H22Cl3N3O4Ti as an isolated structure from the OMol25 dataset. Energies are from ωB97M-V/def2-TZVPD.

Its charge is +1. Its energy relative to the best compared isomer or geometry (same formula, charge and spin) is 171.6 kJ/mol. The expectation value of S² is 0.77. The value obtained for the orbital gap (alpha / beta) is 5.21 / 6.31 eV. As for the spin multiplicity: 2. For the HOMO energy (alpha / beta), the calculation gives -0.358 / -0.399 Ha.

The geometry in XYZ format:
```
61
Properties=species:S:1:pos:R:3:forces:R:3:mulliken_charge:R:1
Ti -1.158938 -0.458729 -0.218872 -1.0 -2.1 -1.3 -1.1327
C -0.824504 -3.527454 4.387063 0.1 0.0 0.0 -0.4999
C -0.339634 -2.264987 4.077479 -0.1 -0.1 0.1 -1.1991
C -0.292098 -1.835580 2.766361 0.0 -0.1 -0.6 0.2510
C -0.725585 -2.686347 1.741697 0.3 -0.9 1.4 0.1376
C -1.179525 -3.975990 2.055801 0.1 0.4 -0.3 -0.1468
C -1.230421 -4.384180 3.373084 0.0 0.1 0.1 -0.7653
N -0.722462 -2.227984 0.427808 0.4 -1.4 -1.0 0.7350
N -0.877379 -3.131121 -0.499360 -0.1 -0.3 1.3 -0.8276
C -0.820982 -2.670109 -1.777727 0.2 0.9 -1.0 0.2398
C -0.882856 -3.588726 -2.841274 -0.1 0.1 0.3 -0.6267
C -0.734281 -3.125600 -4.129641 0.0 -0.1 0.1 -0.6434
C -0.511463 -1.773280 -4.365566 0.1 0.3 0.2 -0.7639
C -0.464902 -0.860805 -3.312687 0.2 0.0 -0.4 -0.2698
C -0.631319 -1.275535 -2.005233 0.2 -0.6 -0.1 1.0181
H -0.875830 -3.837893 5.419027 0.0 -0.1 0.1 0.4175
H 0.000427 -1.608572 4.864568 0.0 0.0 0.1 0.4229
H 0.105112 -0.851554 2.529110 -0.1 -0.1 0.0 0.2580
H -1.500641 -4.618264 1.247426 0.0 0.0 0.1 0.4503
H -1.595520 -5.372622 3.609213 0.0 -0.1 0.0 0.4066
H -1.046227 -4.633273 -2.624010 0.0 -0.1 0.0 0.5137
H -0.775637 -3.812652 -4.959885 0.0 -0.1 -0.1 0.3956
H -0.376691 -1.432353 -5.381628 0.0 0.1 -0.1 0.4601
H -0.289673 0.187974 -3.528789 -0.1 -0.1 0.0 0.3199
C 3.363077 3.478422 -1.202573 0.4 0.1 -0.2 -1.0942
O 2.180621 3.275057 -0.452346 -0.5 0.0 -0.1 -0.2992
C 1.018434 3.028095 -1.100191 -0.3 0.2 0.2 0.7468
C 0.888599 2.901921 -2.480449 0.2 0.0 0.2 -0.3421
C -0.347321 2.673661 -3.060140 0.0 0.1 0.2 -1.0980
C -1.490735 2.608117 -2.277331 0.0 0.1 0.0 -0.3350
C -1.390480 2.773155 -0.906451 0.3 0.3 0.0 -0.6152
C -0.144555 2.943048 -0.300588 -0.1 0.1 -1.1 -0.0990
N -0.066587 3.127219 1.090025 1.0 -0.2 1.1 0.2365
C 0.913678 2.694318 1.882137 -0.9 0.4 -0.7 -0.9558
C 1.794450 1.630810 1.586142 0.1 -0.9 -0.3 0.9295
C 3.064024 1.582409 2.203099 -0.2 0.0 -0.1 -0.7408
C 3.959892 0.584111 1.916088 0.1 0.1 0.1 -0.8600
C 3.625067 -0.421835 1.005790 -0.3 0.2 0.0 -0.6604
C 2.374346 -0.438267 0.422337 -0.3 0.0 -0.2 -0.4740
C 1.436123 0.555031 0.716678 0.7 0.2 0.6 0.5282
O 0.196189 0.426126 0.286721 3.7 2.5 1.3 1.3721
H 4.143111 3.645085 -0.461536 0.0 0.0 -0.1 0.2749
H 3.284101 4.361129 -1.842597 0.0 -0.1 0.0 0.3950
H 3.611931 2.597147 -1.802048 0.0 0.1 0.1 0.4169
H 1.759901 2.998117 -3.107384 0.1 0.0 0.0 0.5030
H -0.410796 2.588623 -4.135646 -0.1 0.0 0.0 0.4789
H -2.457067 2.460683 -2.735325 -0.1 0.0 0.0 0.4504
H -2.287655 2.824561 -0.301410 0.0 -0.1 0.0 0.5630
H -0.766083 3.741218 1.490622 0.2 0.1 0.1 0.3946
H 1.047202 3.220591 2.819134 -0.2 0.0 0.1 0.6044
H 3.334504 2.379442 2.876509 0.1 0.1 0.2 0.4681
H 4.926693 0.572699 2.392942 0.1 0.0 0.0 0.4256
H 4.339865 -1.197049 0.775983 0.0 -0.1 0.0 0.5027
H 2.061129 -1.222613 -0.263324 0.1 0.1 0.1 0.3973
Cl -5.228483 0.487867 2.078873 0.2 0.0 -0.2 -0.0742
C -3.820491 0.056579 1.159799 -0.5 -0.1 -0.4 0.6857
Cl -3.527988 -1.689501 1.106705 -0.9 -0.3 0.5 -0.0432
Cl -2.339377 0.773951 1.872237 0.0 0.4 0.6 -0.1356
C -3.813033 0.511952 -0.369912 -1.5 0.3 1.2 0.2375
O -4.722433 1.149287 -0.807754 0.0 0.2 -0.1 -0.5913
O -2.758820 0.084473 -0.928783 -1.4 0.7 -1.8 -0.3440
```
Forces are in eV/Å.


no.,strongest force on any atom (hartree/bohr)
1,0.26126
2,0.08266
3,0.02450
4,0.08976